11
Properties=species:S:1:pos:R:3:forces:R:3 method="wB97M-V/def2-TZVPD" energy_ha=-591.14108 de_lowest_ev=5.222 fmax_ev_per_a=7.98
C 0.9826 0.2561 0.7243 5.41 -0.76 2.10
C -0.3382 0.2160 0.0123 2.22 2.13 3.00
C -0.6766 -1.1040 -0.3376 -3.87 -4.50 -5.33
H 1.0377 1.1623 1.7655 -0.15 -3.48 -3.21
H 1.3565 -1.1627 0.9485 -0.83 4.60 0.03
H 1.9193 0.6782 -0.0899 -2.69 -1.55 2.63
H -1.0157 0.3184 0.8686 -0.64 1.06 -0.28
H -1.3276 1.3953 -1.7952 2.99 0.92 1.26
H -0.8731 -1.9609 0.4297 1.05 1.68 -0.51
O -1.1221 -1.3863 -1.4844 1.60 0.61 3.05
S 0.0572 1.5876 -1.0419 -5.08 -0.71 -2.74